Entry 1:
119
Properties=species:S:1:pos:R:3:forces:R:3:mulliken_spin:R:1 method="wB97M-V/def2-TZVPD" de_lowest_kj_mol=314.6 charge=-2 multiplicity=2 homo_ev="-0.98 / -1.56" largest_force_ha_per_bohr=0.101
Pb 1.47566 0.03454 0.71704 -0.271 -0.387 -0.610 0.00
O 0.86393 -1.03882 2.79468 0.281 0.083 -0.106 0.00
N 1.58237 -0.84742 3.87457 0.013 0.031 0.318 0.00
C 1.49413 -1.78383 4.84390 -0.019 -0.073 0.080 0.00
C 2.16634 -1.66310 6.03074 0.042 -0.036 0.115 0.00
C 2.96336 -0.53840 6.24691 -0.016 0.199 -0.365 0.00
C 3.05961 0.40180 5.24459 0.025 -0.286 0.450 0.00
C 2.38333 0.25297 4.02635 -0.083 0.139 -0.443 0.00
S 2.57449 1.39179 2.76329 0.263 0.204 0.430 0.00
H 0.85447 -2.61494 4.58752 0.004 0.014 -0.073 0.00
H 2.07702 -2.44072 6.77499 -0.059 -0.035 -0.021 0.00
H 3.51037 -0.41027 7.17093 -0.012 0.003 0.037 0.00
H 3.66696 1.28735 5.35538 0.028 0.006 -0.005 0.00
C -2.55818 3.69740 0.41107 0.165 -0.027 0.042 0.05
C -3.59762 2.98480 -0.44372 0.258 0.072 -0.164 0.01
C -4.17742 1.72249 0.17970 0.069 0.265 -0.060 -0.02
Sb -3.00974 -0.13533 0.14911 -0.397 0.502 0.319 0.04
C -4.36297 -0.87046 1.68489 0.046 -0.186 -0.407 0.01
C -5.74305 -0.70421 1.62108 -0.114 -0.020 0.063 0.00
C -6.56855 -1.19861 2.62246 -0.070 0.083 -0.056 0.00
C -6.01740 -1.86176 3.70891 -0.005 -0.032 0.043 0.00
C -4.64284 -2.03230 3.78151 -0.030 -0.040 0.206 0.00
C -3.82189 -1.53934 2.77755 -0.118 -0.063 -0.066 0.00
C -4.18580 -0.68065 -1.59785 0.281 -0.253 0.193 0.00
C -5.13272 -1.69976 -1.61850 0.193 -0.005 -0.019 0.00
C -5.81821 -2.00453 -2.78640 -0.161 -0.078 -0.095 0.00
C -5.57207 -1.29327 -3.95301 -0.027 0.012 0.011 0.00
C -4.63123 -0.27309 -3.94398 -0.006 0.048 -0.009 0.00
C -3.93939 0.02027 -2.77702 0.006 0.113 0.020 0.00
Sb -0.44328 2.98265 0.42359 -0.865 0.490 -0.227 0.64
C -0.48688 4.11074 -1.80325 0.144 -0.269 0.385 0.23
C -0.48111 3.15523 -2.82181 -0.020 0.139 0.044 -0.08
C -0.53463 3.50345 -4.16650 -0.015 -0.069 -0.142 0.02
C -0.58201 4.84193 -4.53322 0.022 0.027 -0.046 0.00
C -0.57395 5.81475 -3.54248 0.007 0.074 -0.004 0.00
C -0.52866 5.44617 -2.20133 -0.012 -0.016 0.109 -0.02
C -0.74356 2.87429 2.71709 0.182 0.191 -0.380 0.09
C -1.23909 1.69208 3.26338 -0.010 0.024 -0.007 -0.02
C -1.43634 1.54814 4.62928 -0.036 -0.051 0.103 0.03
C -1.16066 2.60728 5.48433 0.004 -0.031 0.059 0.00
C -0.66185 3.79202 4.96059 0.032 0.112 0.060 0.02
C -0.44735 3.91569 3.59251 -0.048 -0.075 0.009 -0.06
H -2.90804 3.71688 1.44468 0.091 0.065 0.094 0.00
H -2.46599 4.72616 0.05581 0.052 0.022 0.086 0.01
H -3.16796 2.79001 -1.43287 -0.109 -0.022 -0.077 0.00
H -4.44619 3.66903 -0.60423 0.117 0.011 -0.077 -0.01
H -5.10547 1.49022 -0.34921 -0.006 -0.190 0.141 0.00
H -4.42757 1.93978 1.22247 0.011 -0.142 0.022 0.00
H -6.18031 -0.18062 0.77759 -0.033 -0.038 0.017 0.00
H -7.64340 -1.06671 2.55555 0.015 0.013 0.000 0.00
H -6.66022 -2.24381 4.49428 0.030 -0.018 -0.011 0.00
H -4.20982 -2.55990 4.62324 0.023 0.013 0.010 0.00
H -2.75412 -1.69595 2.83570 0.180 -0.027 0.016 0.00
H -5.30513 -2.27438 -0.71798 -0.117 -0.065 0.026 0.00
H -6.55134 -2.80381 -2.79325 0.021 -0.019 0.031 0.00
H -6.10630 -1.53214 -4.86594 -0.008 -0.011 0.032 0.00
H -4.43610 0.29311 -4.84848 0.037 -0.016 0.026 0.00
H -3.19583 0.81107 -2.78333 0.020 0.004 -0.057 0.00
H -0.43585 2.10760 -2.54346 0.000 -0.229 -0.058 0.03
H -0.53948 2.73530 -4.93694 0.010 0.006 0.047 0.00
H -0.61532 5.12777 -5.57933 -0.008 -0.020 0.006 0.00
H -0.59711 6.86411 -3.82316 -0.015 0.015 0.020 0.00
H -0.52496 6.22584 -1.44255 -0.004 0.062 -0.018 0.01
H -1.47553 0.85553 2.61357 0.056 -0.091 -0.022 0.01
H -1.80059 0.60756 5.02960 -0.057 -0.002 -0.010 0.00
H -1.33997 2.50998 6.54966 0.057 -0.010 0.003 0.00
H -0.43419 4.61992 5.62573 -0.005 0.010 -0.003 0.00
H -0.04363 4.84158 3.19127 0.012 0.018 0.072 0.01
F 2.05253 -5.31828 -0.52150 -0.033 0.115 -0.001 0.00
C 0.84527 -4.87128 -0.91257 0.015 -0.566 1.247 0.00
F 0.98149 -4.46586 -2.19046 1.823 -3.047 3.824 0.00
F 0.02484 -5.94149 -0.94288 0.094 0.133 -0.073 0.00
S 0.15301 -3.56201 0.23521 -0.206 -0.992 -1.053 0.01
O -1.13159 -3.34050 -0.37982 -0.101 0.188 0.199 0.00
O 0.16055 -4.26992 1.48353 0.087 0.163 0.425 0.00
O 1.12471 -2.49888 0.06963 0.153 0.069 0.045 0.00
C 3.08843 2.19946 -1.51350 0.196 -0.346 0.188 -0.05
Si 4.45836 0.99787 -0.96107 -0.012 0.117 -0.248 0.00
C 5.52578 0.65132 -2.51944 -0.154 -0.041 0.250 0.00
C 5.53876 2.00941 0.23208 -0.142 -0.267 -0.037 0.00
C 3.71052 -0.53810 -0.23362 0.383 0.114 0.340 0.01
Si 4.73342 -1.76075 0.72579 0.261 -0.264 0.067 0.00
C 6.15539 -1.00667 1.75614 -0.249 0.129 -0.243 0.00
C 3.77561 -2.82469 1.98169 -0.102 0.306 -0.252 0.00
C 5.57875 -3.01017 -0.45967 -0.194 0.225 0.096 0.00
H 3.44121 3.00317 -2.16156 0.086 0.008 -0.030 0.00
H 2.64410 2.67311 -0.63363 -0.089 0.067 0.033 0.04
H 2.28082 1.68179 -2.03527 -0.073 -0.009 -0.075 0.00
H 5.94897 1.56146 -2.95100 -0.027 0.111 0.053 0.00
H 4.93370 0.16669 -3.29928 -0.079 -0.030 0.005 0.00
H 6.35551 -0.01913 -2.28502 0.038 -0.046 0.060 0.00
H 5.65679 3.04128 -0.10318 -0.064 0.026 -0.144 0.00
H 6.53518 1.58714 0.36496 0.031 -0.067 0.019 0.00
H 5.05113 2.03516 1.20766 0.010 0.015 0.103 0.00
H 3.27188 -1.11278 -1.06292 -0.038 -0.022 -0.063 0.00
H 5.78118 -0.18565 2.37056 -0.026 0.067 0.041 0.00
H 6.95673 -0.61255 1.12883 0.033 0.042 -0.051 0.00
H 6.59403 -1.74827 2.42746 -0.071 -0.135 -0.030 0.00
H 3.80487 -2.37207 2.97619 0.022 0.053 0.049 0.00
H 4.17253 -3.83863 2.06374 0.127 0.002 -0.033 0.00
H 2.73033 -2.90630 1.68315 -0.024 -0.072 0.073 0.00
H 6.11837 -2.49734 -1.25852 0.018 0.073 -0.030 0.00
H 4.82255 -3.64247 -0.93031 -0.060 -0.031 -0.026 0.00
H 6.28595 -3.66719 0.05279 -0.009 -0.001 0.115 0.00
C -0.03442 -3.42283 -3.92385 -0.219 1.213 -1.156 0.00
C -0.21659 -1.91206 -4.09527 -0.052 -0.341 -0.639 0.00
C -1.33808 -1.62219 -5.10044 0.020 0.186 0.085 0.00
C 1.10507 -1.26470 -4.53956 -0.099 0.048 0.081 0.00
C -0.56916 -1.30232 -2.81652 -0.019 0.327 0.298 0.01
N -0.78839 -0.73884 -1.84016 0.184 0.078 -0.355 -0.02
H 0.33437 -3.84680 -4.85988 -0.089 0.018 -0.195 0.00
H -0.97990 -3.89486 -3.66690 -0.112 -0.082 0.073 0.00
H 0.67558 -3.64146 -3.12627 -1.309 2.311 -2.975 0.00
H -1.10179 -2.09174 -6.05682 0.050 -0.004 -0.010 0.00
H -1.45428 -0.54876 -5.24873 -0.054 0.076 -0.068 0.00
H -2.28729 -2.01764 -4.73966 -0.018 -0.021 -0.001 0.00
H 1.42034 -1.68416 -5.49585 -0.001 -0.037 -0.023 0.00
H 1.88213 -1.44356 -3.79587 0.040 -0.044 -0.027 0.00
H 0.98766 -0.18612 -4.64562 0.011 0.049 -0.035 0.00



Entry 2:
121
Properties=species:S:1:pos:R:3:forces:R:3:lowdin_charge:R:1 method="wB97M-V/def2-TZVPD" multiplicity=1 homo_ev=-8.44 largest_force_ha_per_bohr=0.062
H 1.53332 3.98674 0.83056 -0.055 0.197 0.218 0.05
N 1.06753 3.32825 0.21617 -0.640 -0.604 2.824 0.18
C 1.45573 3.47324 -0.94520 0.736 0.170 -1.395 -0.57
N 2.43623 4.39027 -1.36772 0.229 -0.397 -0.292 0.12
N 0.87458 2.65870 -1.91569 -0.089 -0.198 -0.672 0.01
C 1.78026 1.91147 -2.80743 -1.435 0.851 -0.477 -0.19
C 1.12657 0.61859 -3.17844 0.650 -0.678 0.956 -0.18
C 0.51194 -0.13322 -2.00738 0.205 0.123 -0.744 -0.19
C -0.97854 0.02980 -1.87609 0.838 0.161 1.199 -0.11
C -1.31986 0.35624 -0.42877 -1.385 -0.727 -0.738 -0.31
O -1.31764 -0.90614 0.21983 1.440 -0.036 0.316 -0.12
C -0.99449 -1.06694 1.58510 0.236 0.010 -0.551 -0.66
N -1.16025 0.12602 2.33440 0.129 0.524 0.045 0.17
O -1.90142 -1.99667 2.05928 -0.570 -0.757 0.249 0.02
C 0.36746 -1.79411 1.84190 -0.474 0.142 -0.927 -0.56
S 0.76577 -3.00170 0.52498 0.369 0.333 -0.509 0.87
O 1.45996 -0.97357 2.07444 0.517 0.289 -0.207 -0.13
C 2.32326 -1.64396 2.99092 -0.427 0.654 0.135 -0.27
C 3.75678 -1.25483 2.87846 -0.023 -1.019 0.288 -0.65
Cl 4.64807 -2.56435 3.74982 0.088 -0.096 0.396 0.64
C 4.25839 -1.20395 1.48679 0.601 0.694 -0.136 -0.28
C 4.09967 0.17620 0.90702 -0.295 -0.430 0.134 -0.07
C -2.72617 0.91878 -0.34234 0.709 -2.740 1.485 -0.62
Cl -3.89005 -0.13271 0.34755 -0.670 -0.501 0.161 0.78
C -3.09117 2.07978 -0.72959 -0.837 1.978 -0.443 -0.78
C -2.17513 3.04186 -1.32268 -0.354 0.338 -0.120 -0.10
Cl -4.70514 2.60203 -0.56063 -0.994 0.495 -0.266 0.72
H 3.00355 4.65641 -0.58318 0.167 0.469 0.141 0.05
H 1.96276 5.22001 -1.69151 0.204 0.271 -0.338 0.07
H 0.27514 3.24760 -2.47715 -0.252 -0.099 -0.197 0.12
H 1.88130 2.47818 -3.70841 0.510 0.500 -0.772 0.10
H 2.76255 1.79459 -2.42942 0.806 -0.138 0.926 0.11
H 1.88612 -0.02029 -3.56461 0.718 -0.538 -0.685 0.09
H 0.43518 0.77215 -3.96983 -0.910 0.108 -0.693 0.10
H 0.73891 -1.16035 -2.14873 0.188 -0.988 -0.071 0.06
H 0.99514 0.15785 -1.09763 0.443 0.335 0.672 0.10
H -1.31420 0.77968 -2.54571 -0.585 0.701 -0.547 0.10
H -1.43052 -0.90535 -2.07766 -0.878 -0.834 -0.517 0.12
H -0.58278 1.04820 -0.08340 0.405 0.546 0.701 0.12
H -0.34761 0.72242 2.26772 0.217 0.126 -0.031 0.09
H -1.27065 -0.14167 3.29937 -0.180 0.084 0.280 0.10
H -2.46709 -2.21382 1.31063 -0.220 0.076 0.022 0.09
H 0.17154 -2.36081 2.71705 -0.301 -0.600 0.872 0.10
H 0.21179 -4.07984 1.04701 -0.257 -0.343 0.384 -0.14
H 2.29120 -2.69481 2.85149 -0.232 -1.083 -0.486 0.08
H 1.96575 -1.45110 3.98058 -0.300 0.156 0.871 0.13
H 3.96934 -0.37783 3.43642 0.316 0.890 0.331 0.10
H 5.29513 -1.41385 1.53966 1.117 -0.377 -0.054 0.08
H 3.80827 -1.96121 0.88624 -0.437 -0.622 -0.451 0.10
H 3.22302 0.20158 0.32632 -1.068 0.290 -1.009 0.05
H 3.93489 0.86411 1.69719 0.015 0.945 0.720 0.07
H 4.94340 0.48940 0.34302 0.686 0.242 -0.603 0.07
H -2.59960 4.01175 -1.24556 -0.114 1.036 0.266 0.07
H -2.10057 2.84019 -2.36378 0.384 -0.165 -1.096 0.08
H -1.23369 2.97252 -0.84076 0.960 0.148 0.258 0.04
C -6.55346 2.84256 3.37556 -0.071 -0.001 -0.021 -0.08
C -5.24990 2.61112 2.97273 0.066 -0.048 -0.011 -0.08
C -4.23005 2.86628 3.87770 0.119 -0.024 -0.045 -0.16
N -4.42936 3.32413 5.11007 0.019 0.006 -0.013 0.05
C -5.69002 3.54357 5.48352 0.082 0.041 0.094 -0.16
C -6.78121 3.31786 4.65648 0.025 0.002 0.001 -0.08
H -7.37922 2.65532 2.70050 -0.005 -0.007 -0.012 0.10
H -5.02233 2.24186 1.98240 -0.003 -0.016 0.116 0.03
H -3.19469 2.69395 3.60158 -0.021 -0.036 -0.076 0.10
H -5.82963 3.91779 6.49059 -0.101 -0.047 -0.084 0.06
H -7.78374 3.51235 5.01291 -0.001 0.023 0.038 0.10
C 2.16659 -5.33946 -4.92185 0.058 -0.176 -0.063 -0.08
C 1.84502 -4.26801 -5.73571 -0.025 0.089 -0.050 -0.07
C 1.46195 -3.07910 -5.13339 -0.016 0.054 -0.134 -0.15
N 1.38261 -2.91126 -3.81751 -0.010 0.072 -0.024 0.06
C 1.69269 -3.95135 -3.05195 0.043 -0.128 0.142 -0.15
C 2.09148 -5.18388 -3.54963 -0.005 0.050 0.083 -0.06
H 2.46967 -6.28459 -5.35429 -0.012 -0.009 -0.026 0.10
H 1.88923 -4.35381 -6.81280 0.009 0.003 -0.015 0.09
H 1.20337 -2.21212 -5.73244 0.005 -0.021 -0.057 0.10
H 1.61634 -3.78914 -1.98311 0.013 -0.003 0.020 0.04
H 2.33354 -5.99739 -2.87873 -0.004 -0.023 -0.010 0.08
C -7.64314 5.65190 10.81550 -0.018 0.026 0.065 -0.08
C -8.18990 4.47180 10.34190 -0.003 -0.017 -0.015 -0.07
C -7.80494 4.02646 9.08666 -0.111 -0.167 -0.005 -0.15
N -6.94211 4.66978 8.30860 -0.087 0.042 0.112 0.05
C -6.42763 5.80079 8.77653 0.135 0.153 -0.069 -0.15
C -6.74095 6.33370 10.01770 0.007 0.001 -0.021 -0.07
H -7.91576 6.03388 11.79041 -0.004 0.005 0.017 0.10
H -8.89878 3.90671 10.93031 -0.012 -0.027 -0.004 0.10
H -8.20641 3.10502 8.67845 -0.031 -0.013 0.049 0.11
H -5.72745 6.30369 8.11761 0.017 0.037 0.040 0.11
H -6.28873 7.25834 10.34716 0.019 0.019 -0.014 0.10
C 5.52745 -5.02411 -9.64983 0.080 0.046 -0.034 -0.08
C 4.29382 -5.04181 -10.27426 -0.048 -0.007 -0.013 -0.07
C 3.26309 -5.74932 -9.67394 -0.200 0.024 -0.143 -0.16
N 3.38710 -6.41617 -8.53203 0.089 0.025 0.092 0.05
C 4.58208 -6.38899 -7.94591 -0.043 -0.085 0.110 -0.16
C 5.67752 -5.71219 -8.45897 0.016 -0.033 0.059 -0.07
H 6.35841 -4.48386 -10.08372 0.014 0.009 -0.004 0.11
H 4.12999 -4.52017 -11.20660 -0.030 0.003 -0.014 0.10
H 2.28001 -5.78657 -10.13086 0.015 0.035 -0.054 0.10
H 4.65699 -6.94264 -7.01663 0.082 0.020 0.024 0.10
H 6.62322 -5.72600 -7.93591 0.005 -0.013 0.029 0.10
C 2.27475 9.23949 1.54785 -0.017 0.064 0.034 -0.07
C 2.78315 8.12187 2.18615 0.013 -0.016 0.010 -0.07
C 3.11046 7.01797 1.41547 0.053 -0.117 0.105 -0.15
N 2.96133 6.96744 0.09499 0.044 0.081 0.117 0.04
C 2.47098 8.04920 -0.50145 -0.036 0.033 -0.174 -0.15
C 2.11479 9.20575 0.17355 -0.002 -0.004 -0.018 -0.07
H 2.00728 10.12250 2.11232 -0.008 0.017 0.012 0.11
H 2.92378 8.10364 3.25731 0.010 -0.023 0.019 0.10
H 3.51498 6.12274 1.87764 -0.002 0.037 0.058 0.10
H 2.35905 7.98136 -1.57877 -0.008 0.070 -0.006 0.11
H 1.72224 10.05585 -0.36568 -0.010 0.004 -0.031 0.10
C -0.57833 -9.46239 -0.92966 -0.069 -0.031 0.021 -0.08
C 0.12222 -10.09061 -1.94435 0.024 -0.005 -0.010 -0.07
C 1.34049 -9.55406 -2.33291 0.040 -0.131 -0.138 -0.15
N 1.87491 -8.46720 -1.78863 0.050 0.078 -0.022 0.05
C 1.18889 -7.87511 -0.81704 0.024 0.153 0.111 -0.16
C -0.03500 -8.32915 -0.35024 0.022 0.025 0.007 -0.07
H -1.53213 -9.84914 -0.59617 -0.017 -0.005 0.004 0.11
H -0.26447 -10.97732 -2.42628 0.012 -0.017 -0.022 0.10
H 1.92250 -10.01689 -3.12233 -0.043 -0.044 -0.015 0.10
H 1.64836 -6.98805 -0.39250 -0.046 0.005 0.046 0.10
H -0.54690 -7.80636 0.44537 0.006 0.026 0.012 0.10



> What is the multiplicity in the first record?

2